C45H113N7O13 | ωB97M-V/def2-TZVPD

Summary:
- gap between HOMO and LUMO (eV) = 7.977

Each line ends with the Löwdin charge.
Geometry (Å):
1 C -17.5651 10.3950 -4.2357  -0.042
2 C -17.3621 9.4491 -3.0662  -0.448
3 C -17.7359 7.9932 -3.5263  -0.104
4 C -17.3847 6.9232 -2.4813  -0.177
5 C -15.9810 6.9837 -2.0462  -0.149
6 C -15.4912 8.4190 -1.6478  -0.441
7 N -15.9574 9.4309 -2.5946  -0.093
8 O -15.4305 10.7068 -2.3232  -0.039
9 C -15.7269 8.6213 -0.1335  -0.009
10 C -13.9544 8.3598 -1.9269  -0.024
11 C -18.2823 9.9626 -1.9109  -0.008
12 H -17.0049 10.1576 -5.1401  0.061
13 H -17.3093 11.4294 -4.0061  0.070
14 H -18.5915 10.2133 -4.5545  0.078
15 H -18.7858 7.9083 -3.8069  0.115
16 H -17.3706 7.7935 -4.5337  0.105
17 H -17.4846 5.9359 -2.9322  0.103
18 H -18.0208 7.0552 -1.6061  0.095
19 H -15.2833 6.5096 -2.7365  0.114
20 H -15.8757 6.3341 -1.1773  0.112
21 H -15.5519 9.6292 0.2430  0.071
22 H -16.7471 8.3464 0.1340  0.072
23 H -15.1294 7.8852 0.4043  0.068
24 H -13.4319 9.2545 -1.5883  0.061
25 H -13.4980 7.5536 -1.3525  0.071
26 H -13.6788 8.2873 -2.9790  0.071
27 H -19.1397 10.5256 -2.2797  0.063
28 H -17.7287 10.6382 -1.2588  0.083
29 H -18.7017 9.1838 -1.2739  0.062
30 H -15.1702 11.0424 -3.1842  0.058
31 C -7.6637 12.3813 -2.8021  -0.027
32 C -7.6569 11.8590 -1.3432  -0.481
33 C -7.7374 13.0831 -0.4333  -0.127
34 C -9.2079 13.6407 -0.4017  -0.171
35 C -10.1148 12.5420 0.0850  -0.173
36 C -10.1199 11.2682 -0.7146  -0.474
37 N -8.7229 10.8383 -1.0312  -0.121
38 O -8.6288 9.6870 -1.7345  0.010
39 C -10.9230 10.2887 0.2036  -0.025
40 C -10.9682 11.3584 -1.9911  -0.033
41 C -6.3215 11.1643 -1.0010  -0.043
42 H -7.5893 11.5369 -3.4873  0.080
43 H -6.8372 12.9858 -3.1757  0.085
44 H -8.5930 12.9360 -2.9324  0.057
45 H -7.4937 12.8377 0.6004  0.116
46 H -7.0576 13.8714 -0.7565  0.119
47 H -9.5129 13.9529 -1.4005  0.098
48 H -9.3221 14.4424 0.3279  0.111
49 H -11.0920 13.0024 -0.0607  0.098
50 H -9.8617 12.4302 1.1393  0.128
51 H -11.9734 10.5662 0.2909  0.071
52 H -10.9448 9.2450 -0.1101  0.080
53 H -10.5187 10.2789 1.2158  0.080
54 H -11.1290 10.4302 -2.5395  0.091
55 H -11.8695 11.9008 -1.7054  0.073
56 H -10.4265 12.0737 -2.6100  0.062
57 H -6.1369 10.2234 -1.5193  0.079
58 H -6.1122 10.9882 0.0541  0.080
59 H -5.5116 11.8683 -1.1921  0.079
60 H -9.0939 9.8668 -2.5548  0.084
61 C -23.4600 7.5094 2.0857  -0.034
62 C -22.4950 6.3119 2.1852  -0.478
63 C -21.5910 6.2176 0.8959  -0.134
64 C -20.5422 7.3247 0.7793  -0.169
65 C -19.5859 7.2312 2.0203  -0.113
66 C -20.3700 7.2428 3.4177  -0.413
67 N -21.5916 6.3623 3.3226  -0.129
68 O -22.2007 6.2302 4.5685  -0.011
69 C -19.3397 6.5862 4.4551  -0.022
70 C -20.6151 8.7109 3.7914  -0.029
71 C -23.3472 4.9965 2.1831  -0.039
72 H -24.0987 7.6097 2.9633  0.082
73 H -24.0907 7.4357 1.1998  0.078
74 H -23.0243 8.5085 2.0840  0.067
75 H -21.1210 5.2380 0.8086  0.116
76 H -22.1870 6.3739 -0.0033  0.109
77 H -21.0943 8.2645 0.7769  0.070
78 H -19.9221 7.2070 -0.1094  0.090
79 H -19.0293 8.1682 2.0372  0.096
80 H -18.8277 6.4585 1.8932  0.109
81 H -19.7387 6.7092 5.4620  0.072
82 H -19.2646 5.5016 4.3768  0.077
83 H -18.3620 7.0512 4.3291  0.050
84 H -19.8391 9.2174 4.3653  0.077
85 H -20.7619 9.3699 2.9356  0.070
86 H -21.5175 8.7425 4.4019  0.081
87 H -24.0209 4.9020 1.3315  0.082
88 H -23.9873 4.8858 3.0584  0.072
89 H -22.7236 4.1050 2.2503  0.078
90 H -22.0716 5.2908 4.7187  0.103
91 C -14.4486 12.4614 1.0447  -0.767
92 O -15.0474 11.6323 1.7312  0.020
93 N -14.5210 12.4619 -0.2267  0.198
94 N -13.6196 13.3349 1.5052  0.184
95 H -15.0002 11.7587 -0.7707  0.078
96 H -14.1990 13.2982 -0.6927  0.111
97 H -13.0880 13.8790 0.8408  0.102
98 H -13.4865 13.4723 2.4969  0.131
99 C -18.6159 12.0789 -7.8025  -0.748
100 O -17.5591 11.4756 -7.6752  0.028
101 N -18.9060 12.7795 -8.8958  0.151
102 N -19.6415 12.0257 -6.9658  0.166
103 H -19.6718 13.4349 -8.9600  0.107
104 H -18.0314 12.8588 -9.3946  0.116
105 H -20.4566 12.5822 -7.1802  0.105
106 H -19.6594 11.4689 -6.1234  0.096
107 C -19.4898 15.1265 -2.6849  -0.094
108 C -18.4442 14.2507 -3.2457  -0.336
109 O -17.5300 15.0284 -4.0052  -0.080
110 H -20.1256 15.6324 -3.4114  0.077
111 H -19.0809 15.9726 -2.1326  0.082
112 H -20.1473 14.5766 -2.0116  0.074
113 H -18.7864 13.5205 -3.9790  0.098
114 H -17.9780 13.6772 -2.4445  0.110
115 H -17.5369 14.7859 -4.9341  0.073
116 C -12.9897 2.3383 -4.0712  -0.094
117 C -14.1790 2.9586 -3.3520  -0.326
118 O -15.2443 2.0739 -3.6264  -0.074
119 H -13.0297 1.2611 -3.9093  0.072
120 H -12.0134 2.7182 -3.7701  0.068
121 H -13.0810 2.4201 -5.1543  0.071
122 H -14.2847 3.9194 -3.8557  0.101
123 H -13.9981 3.1262 -2.2903  0.095
124 H -16.0075 2.6437 -3.7467  0.029
125 C -15.8912 8.0713 3.2612  -0.089
126 C -16.4782 9.2152 4.1612  -0.308
127 O -16.7548 10.3187 3.3574  -0.082
128 H -15.5986 7.1743 3.8069  0.065
129 H -14.9961 8.4203 2.7462  0.059
130 H -16.4608 7.7150 2.4029  0.040
131 H -15.7228 9.3725 4.9310  0.104
132 H -17.3733 8.9395 4.7188  0.084
133 H -15.9176 10.6201 2.9972  0.020
134 C -22.6320 9.8497 -1.2451  -0.063
135 C -21.7484 10.8267 -0.3980  -0.299
136 O -22.5755 11.7861 0.2745  -0.086
137 H -23.2105 9.2128 -0.5759  0.053
138 H -22.0468 9.1833 -1.8788  0.064
139 H -23.3081 10.4198 -1.8822  0.071
140 H -21.1582 11.4543 -1.0658  0.089
141 H -21.0867 10.2722 0.2673  0.085
142 H -21.9730 12.3121 0.8056  0.077
143 C -14.8538 8.8629 -6.8594  -0.054
144 C -13.8243 9.2523 -5.7784  -0.351
145 O -13.1963 10.4039 -6.1387  -0.071
146 H -14.3816 8.9513 -7.8379  0.079
147 H -15.8277 9.3098 -6.6597  0.045
148 H -15.0150 7.7878 -6.7809  0.055
149 H -13.2091 8.3961 -5.5019  0.108
150 H -14.3267 9.5270 -4.8509  0.082
151 H -13.7192 11.0911 -5.7193  0.023
152 C -13.6463 5.3405 1.8538  -0.067
153 C -13.2639 4.8704 0.4201  -0.333
154 O -11.8977 5.0391 0.1858  -0.070
155 H -13.1293 4.8430 2.6744  0.070
156 H -14.6801 5.0538 2.0467  0.070
157 H -13.3882 6.3927 1.9729  0.066
158 H -13.7728 5.4643 -0.3391  0.077
159 H -13.5366 3.8355 0.2133  0.101
160 H -11.8287 4.9202 -0.7643  0.078
161 C -17.3870 4.4790 -6.0641  -0.060
162 C -18.1747 3.2820 -5.4175  -0.276
163 O -17.8208 3.2140 -4.0577  -0.103
164 H -16.2987 4.5113 -6.0131  0.065
165 H -17.6533 5.4415 -5.6273  0.055
166 H -17.6661 4.3949 -7.1144  0.069
167 H -18.0250 2.2950 -5.8550  0.112
168 H -19.2364 3.5103 -5.5112  0.108
169 H -18.5867 3.1686 -3.4807  0.099
170 C -12.6750 13.1031 -4.6978  -0.067
171 C -14.0924 13.1446 -4.1684  -0.295
172 O -14.8966 12.2882 -4.9420  -0.087
173 H -12.1860 12.1425 -4.5362  0.067
174 H -12.1082 13.8573 -4.1520  0.076
175 H -12.6514 13.4816 -5.7197  0.093
176 H -14.4244 14.1827 -4.1844  0.118
177 H -14.2954 12.8660 -3.1344  0.091
178 H -15.4407 12.8752 -5.4722  0.107



C45H117N13O17 | ωB97M-V/def2-TZVPD

Summary:
- relative energy (zero: lowest compared OMol25 entry of this formula, charge and spin) (kJ/mol) = 485.4
- SMILES = COCCNCCOC.COCCNCCOC.COCCNCCOC.COCCNCCOC.COCCNCCOC.COCCNCCOC.COCCNCCOC.NC(N)=O.NC(N)=O.NC(N)=O
- gap between HOMO and LUMO (eV) = 8.553

Each line ends with the Löwdin charge.
Geometry (Å):
1 C -6.8403 -5.6117 3.9586  -0.134
2 O -5.5298 -5.5889 3.5270  -0.194
3 C -4.5512 -6.3343 4.1995  -0.210
4 C -4.3314 -5.8362 5.6429  -0.174
5 N -3.6565 -6.7761 6.5994  -0.077
6 C -2.2048 -7.0519 6.3575  -0.194
7 C -1.3204 -5.8901 6.5205  -0.217
8 O -0.3334 -5.9287 5.4739  -0.199
9 C -0.7070 -5.1381 4.3984  -0.113
10 H -7.4719 -5.1765 3.1841  0.091
11 H -7.0145 -4.9723 4.8240  0.079
12 H -7.1370 -6.6318 4.2027  0.090
13 H -3.6534 -6.3399 3.5815  0.110
14 H -4.9337 -7.3549 4.1879  0.116
15 H -5.2888 -5.6763 6.1389  0.105
16 H -3.8201 -4.8738 5.6640  0.108
17 H -4.1960 -7.6285 6.6486  0.092
18 H -2.2489 -7.4448 5.3418  0.114
19 H -1.9421 -7.8269 7.0776  0.120
20 H -0.6160 -6.0633 7.3342  0.118
21 H -1.8498 -4.9678 6.7594  0.121
22 H 0.2637 -4.8392 4.0030  0.077
23 H -1.2696 -4.2444 4.6684  0.082
24 H -1.2300 -5.8033 3.7113  0.084
25 C 2.0646 2.1793 8.4903  -0.099
26 O 0.9566 1.6388 7.7476  -0.228
27 C 0.8997 1.7092 6.2745  -0.147
28 C 2.1368 0.9881 5.6508  -0.215
29 N 2.1170 -0.4162 5.9868  -0.089
30 C 3.3875 -1.1348 5.7084  -0.146
31 C 3.1749 -2.7034 5.6613  -0.180
32 O 3.2127 -3.3098 6.9570  -0.174
33 C 2.9357 -4.6629 6.9030  -0.139
34 H 2.4847 3.0359 7.9632  0.080
35 H 2.8810 1.4581 8.5282  0.077
36 H 1.6867 2.4907 9.4642  0.088
37 H 0.8084 2.7402 5.9329  0.116
38 H 0.0184 1.1179 6.0257  0.102
39 H 2.9837 1.5518 6.0422  0.104
40 H 2.0057 1.0192 4.5692  0.108
41 H 1.7335 -0.5084 6.9166  0.109
42 H 4.2225 -0.8176 6.3330  0.113
43 H 3.6535 -0.7622 4.7192  0.078
44 H 3.9794 -3.1389 5.0686  0.113
45 H 2.2373 -2.8752 5.1327  0.098
46 H 3.2983 -5.1940 6.0229  0.091
47 H 1.8779 -4.9179 6.9672  0.072
48 H 3.3709 -5.1230 7.7902  0.089
49 C -0.0271 3.8963 -2.5530  -0.083
50 O -0.1317 2.7408 -1.7202  -0.202
51 C -1.4752 2.2674 -1.5746  -0.188
52 C -1.4945 1.1108 -0.5844  -0.229
53 N -1.0468 1.5220 0.7088  -0.088
54 C -1.1018 0.3669 1.6745  -0.113
55 C 0.3312 -0.2917 1.6603  -0.202
56 O 0.3030 -1.6315 2.0747  -0.251
57 C 1.5685 -2.3037 2.1107  -0.070
58 H -0.1347 3.6596 -3.6115  0.077
59 H 0.9141 4.3841 -2.2991  0.069
60 H -0.7226 4.6861 -2.2691  0.086
61 H -1.8143 1.9211 -2.5509  0.113
62 H -2.1168 3.0678 -1.2062  0.111
63 H -0.8752 0.2774 -0.9159  0.096
64 H -2.5160 0.7307 -0.5762  0.125
65 H -0.1137 1.8866 0.5801  0.106
66 H -1.9040 -0.3548 1.5204  0.125
67 H -1.1633 0.6762 2.7179  0.103
68 H 0.9991 0.2421 2.3364  0.111
69 H 0.8178 -0.2622 0.6854  0.104
70 H 1.4104 -3.3218 2.4663  0.088
71 H 2.2290 -1.7522 2.7798  0.065
72 H 2.0631 -2.4028 1.1445  0.067
73 C 3.1351 1.6567 -1.2193  -0.074
74 O 4.4969 1.6846 -1.7228  -0.221
75 C 4.6988 0.9314 -2.9158  -0.231
76 C 4.0294 1.4403 -4.2013  -0.165
77 N 4.1387 0.3142 -5.1713  -0.052
78 C 3.8123 0.6943 -6.5581  -0.173
79 C 2.2611 0.7317 -6.7910  -0.224
80 O 1.6907 -0.5385 -6.5281  -0.192
81 C 0.2874 -0.5630 -6.6586  -0.118
82 H 2.6907 0.6625 -1.1728  0.067
83 H 2.6281 2.3112 -1.9283  0.070
84 H 2.9470 2.1799 -0.2818  0.086
85 H 4.3991 -0.0889 -2.6766  0.098
86 H 5.7705 0.7475 -2.9909  0.119
87 H 4.5599 2.3188 -4.5685  0.109
88 H 2.9952 1.5904 -3.8914  0.107
89 H 3.5608 -0.5044 -5.0449  0.091
90 H 4.1418 -0.1098 -7.2162  0.109
91 H 4.3177 1.6102 -6.8644  0.109
92 H 1.9561 1.1093 -7.7670  0.114
93 H 1.8118 1.5661 -6.2525  0.097
94 H -0.0278 -1.5890 -6.4688  0.093
95 H 0.0202 -0.3660 -7.6969  0.088
96 H -0.3106 0.0845 -6.0173  0.076
97 C 1.2232 -1.1849 -2.9400  -0.088
98 O 0.9324 -2.5273 -2.6404  -0.181
99 C 1.1976 -3.0067 -1.3291  -0.218
100 C 0.5852 -4.4401 -1.1214  -0.154
101 N -0.9137 -4.5333 -1.2846  -0.038
102 C -1.5835 -3.4639 -0.4966  -0.186
103 C -3.0090 -3.8503 -0.2894  -0.283
104 O -3.7089 -3.6864 -1.4610  -0.165
105 C -5.0391 -4.1160 -1.3162  -0.110
106 H 0.5868 -0.4955 -2.3852  0.071
107 H 1.0607 -1.0395 -4.0080  0.078
108 H 2.2197 -0.8154 -2.6978  0.056
109 H 0.6659 -2.2974 -0.6947  0.079
110 H 2.2655 -2.9717 -1.1136  0.112
111 H 0.9642 -4.7770 -0.1565  0.102
112 H 1.0640 -5.1081 -1.8374  0.108
113 H -1.2408 -4.6400 -2.2342  0.105
114 H -1.6106 -2.5964 -1.1559  0.117
115 H -0.9876 -3.3261 0.4056  0.114
116 H -3.4590 -3.3608 0.5743  0.125
117 H -3.0626 -4.9021 -0.0086  0.120
118 H -5.0843 -5.1537 -0.9858  0.081
119 H -5.6177 -4.1996 -2.2362  0.089
120 H -5.5156 -3.5530 -0.5137  0.090
121 C 1.1193 6.3756 0.2750  -0.148
122 O 2.1068 5.6105 -0.2780  -0.193
123 C 3.4049 6.0872 0.0174  -0.195
124 C 4.5495 5.5350 -0.9172  -0.167
125 N 4.2512 5.8956 -2.3080  -0.056
126 C 5.0447 5.0579 -3.1452  -0.232
127 C 4.5224 5.2348 -4.5727  -0.158
128 O 3.1639 4.6338 -4.5807  -0.243
129 C 2.5292 4.5876 -5.8715  -0.098
130 H 1.1447 6.2585 1.3584  0.084
131 H 0.1011 6.1013 -0.0008  0.080
132 H 1.2498 7.4521 0.1639  0.090
133 H 3.6013 5.7427 1.0327  0.117
134 H 3.4574 7.1759 0.0045  0.117
135 H 4.4982 4.4481 -0.8523  0.097
136 H 5.5291 5.8602 -0.5667  0.121
137 H 3.2937 5.6648 -2.5319  0.092
138 H 4.9738 4.0032 -2.8793  0.101
139 H 6.0760 5.4059 -3.0879  0.126
140 H 5.2265 4.7776 -5.2678  0.114
141 H 4.2244 6.2407 -4.8685  0.120
142 H 1.6202 4.0061 -5.7176  0.072
143 H 3.0947 4.2427 -6.7372  0.084
144 H 2.2622 5.6188 -6.1023  0.076
145 C -1.3155 5.7258 -5.9045  -0.087
146 O -1.3913 4.3145 -5.7604  -0.222
147 C -2.7222 3.8732 -5.9485  -0.240
148 C -2.6996 2.3234 -6.0084  -0.160
149 N -3.9772 1.6947 -6.5227  -0.044
150 C -5.1447 2.0322 -5.7399  -0.231
151 C -6.4201 1.3574 -6.3557  -0.228
152 O -6.1042 -0.0227 -6.2182  -0.205
153 C -7.1002 -0.8702 -6.9374  -0.059
154 H -1.6766 6.1495 -4.9673  0.091
155 H -1.7957 6.0635 -6.8229  0.093
156 H -0.2349 5.8631 -5.8658  0.071
157 H -3.1387 4.2390 -6.8871  0.118
158 H -3.4242 4.2322 -5.1959  0.116
159 H -2.5501 2.0275 -4.9700  0.095
160 H -1.8455 2.0017 -6.6044  0.106
161 H -3.8879 0.6933 -6.4259  0.095
162 H -5.3741 3.0963 -5.7956  0.107
163 H -5.1413 1.8229 -4.6701  0.117
164 H -6.4862 1.7033 -7.3872  0.112
165 H -7.3945 1.6647 -5.9759  0.115
166 H -8.1337 -0.5515 -6.8011  0.078
167 H -7.0802 -1.9148 -6.6267  0.077
168 H -6.8324 -0.8389 -7.9935  0.082
169 N -3.6546 2.7310 1.1945  0.159
170 C -3.6398 4.0818 1.2146  -0.747
171 N -2.4115 4.5092 1.3013  0.160
172 O -4.6499 4.7727 1.1503  0.014
173 H -4.4613 2.1562 0.9971  0.112
174 H -2.7890 2.2117 1.1593  0.034
175 H -2.3081 5.5110 1.3772  0.111
176 H -1.5990 3.9448 1.5050  0.098
177 N 5.6502 -0.0959 2.4403  0.188
178 C 5.0922 -1.1247 1.9350  -0.839
179 N 5.4462 -1.3045 0.7107  0.181
180 O 4.5248 -1.9763 2.5382  0.054
181 H 5.6398 -0.0559 3.4495  0.125
182 H 6.2660 0.4295 1.8362  0.120
183 H 5.9046 -0.5523 0.2166  0.109
184 H 5.2318 -2.1739 0.2435  0.127
185 N -0.3673 -1.4644 4.7375  0.190
186 C -1.6138 -1.3235 5.1367  -0.807
187 N -1.7018 -1.2234 6.4035  0.177
188 O -2.5618 -1.1486 4.3852  0.019
189 H 0.4140 -1.4389 5.3770  0.063
190 H -0.2317 -1.7800 3.7877  0.071
191 H -2.6045 -1.1048 6.8406  0.127
192 H -0.9363 -1.5864 6.9533  0.115